1.
Below is a cluster of 8 separate species, C31H49N7O3 in total, with properties calculated with ωB97M-V with the def2-TZVPD basis set.

The geometry in XYZ format:
```
90
Properties=species:S:1:pos:R:3:forces:R:3
C -1.7253 4.8277 -3.0791 -0.696 -1.349 -2.794
O -2.1809 4.7638 -1.7591 -2.037 2.276 -2.016
C -1.4231 3.9323 -1.0777 1.097 -3.478 2.952
C -2.0429 3.8622 0.4218 -0.172 0.442 -1.761
N -1.0016 3.2779 1.2993 -3.790 2.825 3.271
H -0.6999 2.6117 0.6750 2.800 -3.641 -1.462
H -0.2180 3.9544 1.3561 -0.526 -0.693 0.570
C -1.6421 2.6847 2.6312 6.424 2.304 0.405
C -0.5439 1.8829 3.3862 0.415 -0.983 2.049
O -1.4145 1.2669 4.4283 1.695 -0.060 0.073
C -0.9184 -0.0564 4.9768 -3.454 0.871 -4.819
H -0.7258 5.1606 -3.3951 0.490 -0.284 1.536
H -2.2943 5.4863 -3.7361 -0.902 -0.015 0.669
H -1.8516 3.7760 -3.4777 0.303 1.056 -0.028
H -0.4371 4.3898 -1.0820 0.801 -0.389 0.919
H -1.2307 2.8596 -1.4813 -0.771 1.585 0.187
H -3.1159 3.5954 0.6692 1.445 -1.090 -0.869
H -2.1481 4.8704 0.6002 0.210 2.583 0.880
H -2.1810 1.9150 2.3779 -3.746 -3.594 -2.155
H -2.1458 3.3175 3.3550 0.134 0.749 -0.673
H 0.2355 2.4121 3.9405 -0.381 0.953 -0.027
H 0.1842 1.1872 2.8351 -2.009 0.333 -0.067
H -1.5352 -0.3373 5.8046 0.174 0.270 0.796
H 0.1288 -0.0788 5.0257 1.314 -0.147 0.515
H -1.3558 -0.6276 4.0677 1.537 -0.420 1.753
C -0.1665 0.6638 -0.4580 0.598 1.271 2.677
O 0.6039 1.7965 -0.1311 -0.328 -0.119 0.873
H -1.1923 0.7633 -0.0092 0.089 -0.234 -0.878
H 0.2523 -0.2077 0.0649 -0.079 -0.445 -0.509
H -0.1046 0.6257 -1.5045 -0.810 -1.076 -1.726
N 1.6832 2.7491 -2.3315 -0.231 0.529 -4.962
C 2.8923 3.3440 -2.4939 0.881 0.758 2.801
C 3.0407 3.9178 -3.7483 -3.010 -0.703 0.821
C 1.7215 3.6667 -4.3493 -1.316 -1.649 -1.868
C 0.9746 2.7819 -3.5599 1.766 1.394 1.193
H 1.3730 2.1629 -1.6384 -0.502 -1.352 3.057
H 3.4516 3.5021 -1.4710 -0.600 -0.422 -2.582
H 3.8770 4.4885 -4.0655 0.232 0.411 -0.352
H 1.1655 3.8320 -5.3361 1.933 0.332 1.006
H 0.0661 2.1609 -3.7964 1.157 1.061 0.542
N 3.5805 -1.4135 -0.9855 1.657 -0.235 2.799
C 4.6655 -2.2116 -1.2316 1.413 -0.860 -1.040
C 4.5259 -2.5704 -2.5686 -1.927 -0.339 0.185
C 3.0770 -2.0784 -2.9947 5.164 -3.532 -1.680
C 2.6704 -1.3644 -1.9691 -1.671 0.781 1.363
H 3.5845 -0.9529 -0.0966 -0.730 0.449 0.143
H 5.4859 -2.5573 -0.4017 -2.314 1.444 -2.318
H 5.2066 -3.2372 -3.1453 -0.856 0.663 0.505
H 2.7079 -2.6527 -3.8504 -0.562 1.243 0.272
H 1.7173 -0.9364 -1.7125 -0.123 0.258 -0.316
N 2.7390 0.7001 1.1793 -3.224 -0.961 2.414
C 3.9681 1.0697 0.9311 2.789 0.574 -0.946
C 4.8741 0.3437 1.7272 -7.488 -1.175 0.516
C 3.9881 -0.5859 2.6064 2.443 1.824 -1.348
C 2.6748 -0.2169 2.3141 0.443 0.453 -2.219
H 1.8946 1.1384 0.6843 0.387 -0.200 0.496
H 4.1365 1.8284 0.0718 -0.033 -1.484 1.736
H 5.8302 0.5298 1.6173 4.819 0.131 0.105
H 4.5466 -1.3538 3.2390 -1.684 1.222 -0.615
H 1.6433 -0.5255 2.6046 1.369 -0.129 -0.111
N -3.6028 -2.4407 0.5501 1.839 1.433 0.142
C -3.0109 -1.3739 1.3461 -4.575 -4.937 1.199
C -3.6621 -1.3851 2.5799 -1.343 -1.064 -1.468
C -4.7215 -2.4631 2.3842 -1.238 0.841 3.306
C -4.5421 -3.1107 1.1954 -4.094 -0.798 0.546
H -3.3970 -2.6212 -0.4146 0.369 0.198 0.036
H -2.4678 -0.8830 0.6851 3.254 3.006 -1.666
H -3.5036 -0.6979 3.4507 -0.345 -0.874 -1.127
H -5.7086 -2.6425 3.0333 2.823 0.359 -1.135
H -5.4331 -3.8598 0.7687 3.167 2.038 0.781
N 0.6647 -5.1382 2.1563 0.396 0.093 -0.184
C 2.0306 -5.0273 1.9438 -1.609 2.326 -0.682
C 2.1854 -3.8429 1.2618 0.491 1.520 -1.564
C 0.7954 -3.2700 0.9845 2.740 0.595 0.448
C -0.0868 -4.0836 1.6483 4.268 -0.655 -0.603
H 0.3357 -5.7382 2.8585 -0.727 -0.873 0.673
H 2.7245 -5.7195 2.3533 0.297 -0.367 0.153
H 3.2075 -3.3506 0.8941 -2.664 -1.318 0.850
H 0.7051 -2.2678 0.4667 -0.337 -1.637 0.687
H -1.0895 -4.1535 1.7588 -2.965 0.304 0.221
N -3.2828 -3.7343 -2.0588 0.021 -0.985 -0.258
C -2.1036 -2.8898 -2.0804 -2.390 -5.045 0.898
C -2.4677 -1.7319 -2.4742 -1.843 5.830 -2.918
C -3.9074 -1.6975 -2.8270 0.680 -0.596 0.887
C -4.3849 -2.9615 -2.5515 3.269 0.570 0.611
H -3.2920 -4.8013 -1.8212 0.003 3.124 -0.739
H -1.2131 -3.2527 -1.7124 1.798 -0.784 0.516
H -1.8020 -0.8761 -2.7054 -0.466 -0.714 0.560
H -4.4832 -0.7898 -3.0807 0.445 -0.897 0.013
H -5.3584 -3.3306 -2.5469 -1.271 -0.681 -0.119
```
Forces are in eV/Å.

Computed properties:
E_tot, a.u.: -1819.125264
Spin multiplicity: 1
LUMO, eV: 0.17
Relative energy (zero: lowest compared OMol25 entry of this formula, charge and spin), kJ/mol: 61.42



2.
Below is a structure of composition C31H50BrN4P3Sn, with properties calculated with ωB97M-V with the def2-TZVPD basis set.

The geometry in XYZ format:
```
90
Properties=species:S:1:pos:R:3:forces:R:3
C 2.4970 -3.5378 -0.5028 -0.354 0.345 -0.201
C 1.6759 -2.7886 -1.3894 0.495 -1.535 -0.663
C 0.8827 -3.5443 -2.2962 0.230 0.112 0.362
C 0.9303 -4.9394 -2.2495 0.048 -0.012 0.130
N 1.6907 -5.6484 -1.3937 0.055 0.960 0.070
C 2.4626 -4.9327 -0.5523 -0.192 -0.180 -0.164
C 1.6047 -1.3698 -1.3385 -0.691 -1.712 0.075
C 1.7769 -0.1206 -1.5587 0.361 0.666 0.166
C 2.4788 0.9146 -2.2729 0.991 1.246 -0.662
C 2.1384 2.2742 -2.0845 0.177 -0.396 -0.387
C 2.8048 3.2959 -2.7679 -0.005 -0.316 -0.004
C 3.8342 2.9585 -3.6584 0.015 -0.103 0.020
C 4.1983 1.6173 -3.8697 -0.293 0.145 0.202
C 3.5236 0.6070 -3.1809 -0.186 0.033 0.207
Sn 0.2172 -0.1499 -0.0906 1.662 1.202 -1.292
P -0.9505 -1.7732 1.1366 -2.278 -4.348 2.715
H 0.2372 -3.0302 -3.0153 0.239 -0.251 0.184
H 3.1356 -3.0186 0.2183 -0.139 -0.250 -0.290
H 0.3113 -5.5257 -2.9440 0.324 0.261 0.317
H 3.0933 -5.5144 0.1352 -0.289 0.263 -0.348
H 3.8007 -0.4399 -3.3391 -0.059 0.387 0.035
H 1.3313 2.5034 -1.3823 0.313 0.035 -0.415
H 5.0037 1.3726 -4.5680 -0.336 0.091 0.294
H 2.5311 4.3433 -2.6131 0.134 -0.413 -0.075
C -2.2796 -1.1729 2.3170 0.534 1.141 -0.183
C -3.4277 -2.1110 2.7106 -0.096 -0.518 -0.233
H -2.6835 -0.2622 1.8383 0.023 -0.220 0.267
H -1.7377 -0.8160 3.2133 -0.194 -0.140 -0.329
H -4.1398 -1.5878 3.3748 0.453 -0.117 -0.336
H -3.9920 -2.4466 1.8235 0.200 0.136 0.371
H -3.0705 -3.0071 3.2425 -0.132 0.397 -0.210
C -1.8153 -3.0081 0.0230 0.119 0.763 -0.741
C -2.0026 -4.4616 0.4737 0.160 -0.218 0.408
H -1.2128 -2.9916 -0.9018 -0.203 -0.089 0.204
H -2.7849 -2.5456 -0.2361 0.332 -0.144 0.123
H -2.4796 -5.0443 -0.3354 0.217 0.401 0.312
H -1.0332 -4.9422 0.6871 -0.369 0.167 -0.096
H -2.6398 -4.5488 1.3691 0.250 0.052 -0.398
C 0.2010 -2.8104 2.1854 0.803 0.447 -0.533
C -0.3360 -3.6088 3.3796 -0.497 0.030 0.189
H 0.9695 -2.0980 2.5297 -0.193 -0.389 -0.037
H 0.7164 -3.4693 1.4627 -0.184 0.215 0.211
H 0.4946 -4.1332 3.8864 -0.307 0.321 -0.351
H -0.8100 -2.9481 4.1265 0.205 -0.277 -0.269
H -1.0740 -4.3692 3.0797 0.328 0.307 0.111
Br 4.7566 4.3406 -4.5982 -0.354 -0.510 0.357
P -1.4295 0.8697 -1.5039 -3.461 1.519 -3.231
C -3.1563 0.1367 -1.3984 0.423 -0.552 0.451
C -4.3799 0.9191 -1.8934 -0.057 0.401 -0.126
H -3.2852 -0.0997 -0.3268 -0.074 0.048 -0.302
H -3.0812 -0.8410 -1.9103 -0.009 0.328 0.151
H -5.3022 0.3370 -1.7118 0.517 0.199 -0.050
H -4.4875 1.8774 -1.3565 0.026 -0.399 -0.209
H -4.3302 1.1373 -2.9717 -0.012 -0.123 0.452
C -1.7238 2.7173 -1.3012 0.585 -0.197 1.154
C -2.2116 3.5637 -2.4841 -0.042 -0.206 -0.523
H -0.7556 3.1133 -0.9487 -0.275 -0.013 -0.080
H -2.4055 2.8084 -0.4338 0.229 -0.044 -0.343
H -2.2799 4.6276 -2.1902 0.081 -0.578 0.012
H -1.5078 3.5029 -3.3321 -0.284 0.053 0.335
H -3.2052 3.2533 -2.8444 0.415 0.131 0.182
C -0.9438 0.6702 -3.3049 0.914 -0.274 0.404
C -2.0093 0.6472 -4.4070 -0.511 0.007 0.059
H -0.3692 -0.2739 -3.3200 -0.165 0.292 -0.112
H -0.1953 1.4616 -3.4948 -0.262 -0.281 0.097
H -1.5331 0.4686 -5.3885 -0.103 0.088 0.553
H -2.7400 -0.1646 -4.2464 0.298 0.322 -0.093
H -2.5655 1.5961 -4.4755 0.261 -0.389 0.023
C 1.3962 2.2363 4.6506 0.168 0.213 0.118
N 2.1088 1.2877 3.7833 0.112 -0.402 0.131
C 3.1332 2.0000 2.9823 -0.108 0.181 0.061
N 2.5427 3.1122 2.1993 0.133 0.072 -0.170
C 1.8284 4.0338 3.0926 0.189 0.080 0.256
N 0.7941 3.3204 3.8570 -0.341 0.021 -0.013
C -0.2631 2.8061 2.9743 -1.033 0.843 0.929
P 0.3310 1.5820 1.7374 -1.107 1.396 1.106
C 1.1866 0.5106 2.9335 1.444 -0.066 0.358
C 1.6803 2.6269 1.1049 1.570 -0.091 0.220
H 2.1107 2.6674 5.3875 -0.382 -0.197 -0.640
H 0.6198 1.7089 5.2480 0.363 0.285 -0.542
H 3.6691 1.2906 2.3120 -0.548 0.386 0.284
H 3.9108 2.4082 3.6655 -0.696 -0.137 -0.339
H 1.3799 4.8703 2.5121 0.147 -0.658 0.257
H 2.5542 4.5020 3.7951 -0.458 -0.482 -0.373
H -1.0498 2.3230 3.5926 0.376 0.306 -0.268
H -0.7478 3.6498 2.4382 0.277 -0.405 0.303
H 1.8201 -0.1911 2.3587 -0.233 -0.016 0.328
H 0.4625 -0.0609 3.5482 0.360 0.314 -0.225
H 1.2741 3.4828 0.5274 0.251 -0.458 0.301
H 2.3269 1.9936 0.4703 -0.294 0.493 -0.003
```
Forces are in eV/Å.

Computed properties:
E_tot, a.u.: -5241.924439
Spin multiplicity: 1
LUMO (alpha / beta), eV: -6.60 / -6.58
Total charge: +2
Relative energy (zero: lowest compared OMol25 entry of this formula, charge and spin), kJ/mol: 0.00